1.
C48H52N7O3SbV | wB97M-V/def2-TZVPD

Structure (XYZ):
```
112
Properties=species:S:1:pos:R:3:lowdin_spin:R:1
V 0.00000 0.00000 0.00000 1.908
O -5.58750 -3.86400 1.13370 0.000
C -5.10780 -3.54060 0.00230 0.000
O -5.58290 -3.85780 -1.13240 0.000
C -3.85420 -2.70030 0.00730 0.001
C -3.24710 -2.31000 -1.20110 0.005
C -2.09440 -1.54320 -1.16520 0.003
N -1.58670 -1.15330 0.01430 -0.009
C -2.10140 -1.55000 1.18720 0.003
C -3.25300 -2.31600 1.21950 0.005
C -1.27220 -1.11780 2.32870 0.013
C -1.60860 -1.33880 3.66340 -0.003
C -0.73720 -0.90910 4.66400 0.012
C 0.44600 -0.27000 4.31410 -0.003
C 0.71570 -0.08260 2.96980 0.017
N -0.10200 -0.48610 1.97890 0.012
C -1.26960 -1.10860 -2.31640 0.016
C -1.62560 -1.33080 -3.64680 -0.003
C -0.76960 -0.90630 -4.66330 0.015
C 0.42060 -0.26950 -4.33550 -0.002
C 0.71220 -0.07900 -2.99680 0.019
N -0.09040 -0.47760 -1.99150 0.012
H -3.69030 -2.63890 -2.13490 0.000
H -3.69760 -2.64770 2.15150 0.000
H -2.53110 -1.84020 3.93490 0.000
H -0.98420 -1.07720 5.70780 0.001
H 1.14240 0.07310 5.06950 0.000
H 1.62430 0.41000 2.63880 0.001
H -2.55320 -1.82970 -3.90520 0.000
H -1.03460 -1.07710 -5.70240 0.001
H 1.10530 0.06950 -5.10330 0.000
H 1.62720 0.41230 -2.68190 0.001
C 11.50550 -7.40500 0.08430 0.000
O 10.16140 -7.86810 0.06660 0.000
C 9.17800 -6.91920 0.05780 0.000
C 7.87800 -7.42320 0.04570 0.000
C 6.77860 -6.55900 0.03620 0.000
C 6.95370 -5.16860 0.03830 0.000
C 8.26470 -4.67070 0.05010 -0.001
C 9.36760 -5.53850 0.05970 0.000
C 5.77010 -4.29910 0.02900 -0.002
N 4.51220 -4.70480 0.02430 -0.001
C 3.73130 -3.57070 0.01750 -0.004
C 4.52580 -2.43590 0.01720 0.001
N 5.80870 -2.92290 0.02380 0.000
C 3.97740 -1.13790 0.01120 -0.001
C 4.79550 0.00620 0.01080 0.037
C 4.19630 1.25710 0.00500 -0.005
C 2.81530 1.31460 -0.00020 0.016
N 2.01110 0.22790 0.00000 -0.004
C 2.56650 -1.00030 0.00550 0.021
C 1.74830 -2.12670 0.00560 0.006
N 0.40480 -1.98330 0.00000 -0.014
C -0.36980 -3.09280 0.00020 0.009
C 0.12280 -4.38470 0.00570 0.002
C 1.49900 -4.55330 0.01150 0.011
C 2.32690 -3.41820 0.01150 0.004
H 12.16120 -8.28110 0.09200 0.000
H 11.71190 -6.82660 0.99080 0.000
H 11.73490 -6.82520 -0.81580 0.000
H 7.71460 -8.49820 0.04400 0.000
H 5.77490 -6.98180 0.02730 0.000
H 8.46620 -3.60420 0.05270 0.000
H 10.36060 -5.10100 0.06870 0.000
H 6.64540 -2.36230 0.02510 0.000
H 5.87770 -0.06280 0.01500 0.002
H 4.78660 2.16630 0.00450 -0.001
H 2.29350 2.26780 -0.00480 -0.008
H -1.43950 -2.90250 -0.00450 0.000
H -0.54760 -5.23610 0.00550 0.000
H 1.93000 -5.55170 0.01600 0.000
C 3.52340 3.89370 0.95760 -0.001
C 2.50390 4.19180 -0.15150 -0.005
C 3.19550 4.00110 -1.50920 0.000
C 2.06700 5.66600 -0.02960 -0.002
Sb 0.86440 2.66030 0.00000 -0.018
C -0.07430 2.94370 2.01370 0.009
C -1.45740 2.27830 2.06270 -0.001
C 0.82290 2.20590 3.02440 0.006
C -0.21110 4.41060 2.42660 0.001
C -0.56310 3.10360 -1.66730 0.001
C -0.78480 4.59880 -1.90660 -0.001
C 0.03050 2.46310 -2.93610 0.002
C -1.91940 2.43120 -1.41020 -0.016
H 4.40980 4.55920 0.87030 0.000
H 3.86780 2.83970 0.89820 0.000
H 3.07530 4.07230 1.95260 0.000
H 4.08120 4.66650 -1.60000 0.000
H 2.50530 4.25810 -2.33420 0.000
H 3.53170 2.94950 -1.63180 0.000
H 2.95070 6.33530 -0.11800 -0.001
H 1.59740 5.89250 0.93650 0.000
H 1.36420 5.96850 -0.81630 0.000
H -1.40100 1.22440 1.71580 -0.001
H -2.18470 2.83570 1.45650 0.000
H -1.85960 2.28660 3.09920 -0.001
H 0.90940 1.13260 2.74890 0.004
H 0.40240 2.26990 4.05160 0.000
H 1.84200 2.62970 3.05010 0.000
H -0.79010 4.97720 1.66840 0.000
H 0.78640 4.85990 2.56850 0.000
H -0.72820 4.49210 3.40800 0.000
H 0.14710 5.06850 -2.26470 0.000
H -1.13890 5.09360 -0.97820 0.000
H -1.53830 4.75780 -2.70810 0.000
H 1.01290 2.89740 -3.19040 0.000
H -0.64220 2.60930 -3.80890 0.000
H 0.17240 1.37090 -2.78380 0.002
H -2.45640 2.92850 -0.59110 0.000
H -1.78770 1.35240 -1.17970 -0.006
H -2.57780 2.52270 -2.30170 -0.003
H -1.41760 1.03040 0.00000 -0.058
```

Output
LUMO (alpha / beta) = -3.8316 / -4.0391 eV
<S²> = 2.067
2S+1 = 3
highest occupied orbital energy (alpha / beta) = -9.3 / -9.3 eV
net charge = +1
orbital gap (alpha / beta) = 5.5 / 5.3 eV
E_tot = -99401.136 eV

=====

2.
C6H23NO6 | wB97M-V/def2-TZVPD

Structure (XYZ):
```
36
Properties=species:S:1:pos:R:3:lowdin_charge:R:1
C 1.87367 1.59505 -1.92825 -0.083
C 1.52833 0.20593 -2.52046 -0.136
C 0.59533 -0.57823 -1.60845 -0.501
O -0.42127 -1.03085 -2.12508 0.024
N 0.83827 -0.73627 -0.25645 0.100
C 0.50203 -2.07106 0.29669 -0.384
C 1.02993 -3.23233 -0.60085 -0.041
C -0.95673 -2.34184 0.54933 -0.062
H 2.62505 1.43805 -1.15493 0.072
H 2.35811 2.24086 -2.66197 0.073
H 0.97001 2.11199 -1.61655 0.069
H 2.49417 -0.30301 -2.54256 0.118
H 0.97036 0.24594 -3.44513 0.112
H 1.65616 -0.26477 0.09206 0.114
H 1.04275 -2.09400 1.24156 0.123
H 2.11548 -3.18581 -0.63850 0.081
H 0.60192 -4.17155 -0.26501 0.077
H 0.60170 -3.08851 -1.57685 0.062
H -1.38732 -1.58375 1.20433 0.053
H -1.18492 -3.32915 0.95824 0.086
H -1.59951 -2.42978 -0.33045 0.086
O -2.56312 2.82011 0.75860 -0.062
H -1.78492 2.28933 0.62085 -0.019
H -3.30253 2.40616 0.31450 0.035
O 0.18804 3.79008 1.31053 -0.049
H -0.39108 3.46963 2.00022 0.019
H -0.26435 3.80211 0.46551 0.021
O 1.16814 0.06556 2.48687 -0.058
H 1.72954 0.44701 3.16059 0.044
H 0.27993 0.46570 2.48216 0.005
O -2.26907 0.77258 -0.76403 -0.065
H -1.38631 0.47230 -0.47042 0.022
H -2.25755 0.27736 -1.59956 0.053
O -1.57281 0.45907 3.03961 -0.030
H -1.65432 -0.12036 2.29920 -0.007
H -2.17310 1.18644 2.82465 0.050
```

Output
LUMO = 0.4505 eV
energy relative to the best compared isomer or geometry (same formula, charge and spin) = 80.8 kJ/mol
highest occupied orbital energy = -9.8 eV
net charge = 0
orbital gap = 10.3 eV
E_tot = -20370.479 eV

=====

3.
C4H7NO2 | wB97M-V/def2-TZVPD

Structure (XYZ):
```
14
Properties=species:S:1:pos:R:3:lowdin_charge:R:1
O -1.57690 -0.36437 -1.47549 -0.032
C -1.07478 0.12702 -0.27189 -0.393
C -0.76506 -0.88934 0.82433 -0.017
N 0.27908 -0.35513 1.43594 -0.040
C 0.95164 0.82364 0.87243 -0.072
C 0.19680 0.94283 -0.44303 -0.336
O 0.55732 1.48495 -1.45932 0.116
H -1.12110 0.12276 -2.18070 0.096
H -1.81406 0.79208 0.22047 0.166
H 0.11024 -2.15954 -0.78910 0.038
H 0.73780 -2.08824 -1.18398 0.077
H 0.67760 -0.80808 2.24878 0.131
H 2.02021 0.65001 0.71254 0.134
H 0.82123 1.72141 1.48903 0.133
```

Output
LUMO = 0.6137 eV
energy relative to the best compared isomer or geometry (same formula, charge and spin) = 391.0 kJ/mol
highest occupied orbital energy = -8.8 eV
net charge = 0
orbital gap = 9.4 eV
E_tot = -9843.228 eV

=====

4.
C4H11NOP | wB97M-V/def2-TZVPD

Structure (XYZ):
```
18
Properties=species:S:1:pos:R:3:lowdin_charge:R:1
C -2.24154 -1.18377 0.14675 -0.042
N -0.90311 -1.55500 0.46964 0.026
C 0.14085 -0.86873 0.33651 -0.048
C 0.37803 0.47985 -0.18861 -0.659
C 1.76990 0.44393 -0.86077 -0.114
O -0.69346 0.93383 -0.95235 -0.113
P 0.49219 2.19212 1.17455 0.950
H -2.33199 -0.44234 -0.70501 0.108
H -2.87570 -2.14694 -0.01753 0.137
H -2.70455 -0.65107 1.06588 0.140
H -0.83657 -2.34137 1.15243 0.199
H 1.22426 -1.36744 0.64609 0.216
H 2.58945 0.33965 -0.00692 0.125
H 1.88854 -0.36460 -1.55093 0.065
H 1.96438 1.47767 -1.42013 0.127
H -0.74146 0.73433 -1.91071 0.141
H 1.34954 1.69359 2.20380 -0.113
H 1.53125 2.62626 0.41731 -0.143
```

Output
LUMO = -4.8297 eV
energy relative to the best compared isomer or geometry (same formula, charge and spin) = 215.1 kJ/mol
highest occupied orbital energy = -13.6 eV
net charge = +1
orbital gap = 8.8 eV
E_tot = -17143.209 eV